DFT (ωB97M-V with the def2-TZVPD basis set) results for a cluster of 2 separate species, CH2FIS in total at a distorted geometry.

Atoms and positions in Å:
I (2.2079, -0.7496, 1.5826)
S (0.6337, 1.4797, -0.2639)
F (0.1732, 1.3253, 2.1655)
C (0.4385, 0.4586, 1.1186)
H (1.4755, 0.7278, -0.9242)
H (-1.0077, -0.8569, 1.1954)

Output
Calculated total energy: -834.89693 Eh
Gap between HOMO and LUMO (alpha / beta): 8.26 / 8.24 eV
HOMO energy (alpha / beta): -9.35 / -9.33 eV

Calculated atomic charges, method Mulliken, unit e: atom 1 (I): 0.0853, atom 2 (S): -0.1167, atom 3 (F): -0.1725, atom 4 (C): -0.1351, atom 5 (H): 0.1285, atom 6 (H): 0.2104